## 1
15
Properties=species:S:1:pos:R:3:mulliken_charge:R:1 method="wB97M-V/def2-TZVPD" multiplicity=1 homo_energy_ev=-9.56 orbital_gap_ev=9.94 mol_weight_g_mol=140.069
C -1.1729 -0.0116 0.7812 0.25
C 1.9653 0.4909 0.3180 -1.05
C 0.8875 -0.0211 -0.6792 -0.64
C -0.2107 -0.9362 -0.0256 0.81
O -0.9211 0.4652 1.8623 -0.49
F 0.2530 -1.9788 0.6326 -0.30
F -0.9199 -1.4817 -0.9817 -0.33
P -2.4534 0.7725 -0.4055 -0.04
H 2.9153 0.8766 -0.2417 0.33
H 1.7114 1.4993 0.7394 0.27
H 2.1573 -0.2014 1.0770 0.31
H 0.3378 0.7286 -1.2225 0.34
H 1.4785 -0.5264 -1.3963 0.40
H -2.6126 -0.4178 -1.0913 0.07
H -3.4156 0.7419 0.6333 0.07

---

## 2
15
Properties=species:S:1:pos:R:3:mulliken_charge:R:1 method="wB97M-V/def2-TZVPD" multiplicity=1 homo_energy_ev=-8.57 orbital_gap_ev=9.23 mol_weight_g_mol=140.069
C 2.0719 -0.0752 0.3776 0.46
C -2.2979 0.3234 0.2015 -1.57
C -0.8617 0.1756 0.7186 -0.18
C 0.1794 0.7060 -0.2274 0.40
O 2.6973 0.4359 1.2217 -0.41
F 0.1564 2.0043 -0.4935 -0.27
F 0.0671 0.0502 -1.4881 -0.32
P 2.2530 -1.6213 -0.4307 -0.10
H -2.9776 -0.2307 0.7919 0.39
H -2.7442 1.2460 0.0821 0.44
H -2.4863 -0.0253 -0.7564 0.44
H -0.8286 0.6212 1.7126 0.33
H -0.7313 -0.9031 0.7625 0.26
H 1.9547 -1.2335 -1.8618 0.09
H 3.5476 -1.4735 -0.6107 0.04

---

The relative energies come out as 1 0.0; 2 132.9, with values in kJ/mol.

---

## 1
21
Properties=species:S:1:pos:R:3:mulliken_charge:R:1 method="wB97M-V/def2-TZVPD" multiplicity=1 homo_energy_ev=-3.79 orbital_gap_ev=7.23 total_charge=-1 mol_weight_g_mol=121.156
C -1.2909 0.7182 0.9955 -0.61
O -0.4976 0.0158 1.8984 -0.58
C -0.5689 1.3567 -0.2241 -0.63
C -0.1772 0.3049 -1.2663 -0.70
C 0.9970 -0.5399 -0.7274 -0.33
C 0.7290 -2.0732 -0.6324 -0.58
O -0.0864 -2.6507 -1.6330 -0.55
H -1.9818 0.0151 0.4903 0.32
H -1.9704 1.4050 1.5211 0.29
H -1.1564 2.1996 -0.6078 0.41
H 0.3348 1.8670 0.1152 0.19
H 0.0617 0.8413 -2.1845 0.28
H -0.9897 -0.3235 -1.6413 0.30
H 1.8198 -0.2960 -1.4099 0.38
H 1.2358 -0.2957 0.3013 0.25
H 1.6085 -2.6857 -0.4761 0.37
H 0.2068 -2.0756 0.3391 0.29
H -0.8586 -2.1182 -1.8130 0.34
H 0.2222 0.7577 2.2981 0.35
H 1.2944 1.8027 1.8594 0.24
O 1.0678 1.7745 2.7976 -1.03

---

## 2
21
Properties=species:S:1:pos:R:3:mulliken_charge:R:1 method="wB97M-V/def2-TZVPD" multiplicity=1 homo_energy_ev=-4.41 orbital_gap_ev=7.91 total_charge=-1 mol_weight_g_mol=121.156
C -1.3527 -0.8531 0.4019 -0.47
O -1.4560 -0.6604 -1.0471 -0.50
C -0.1523 -1.8215 0.4336 -0.58
C 1.0898 -0.9194 0.2068 -0.73
C 1.5047 -0.3885 1.5476 0.03
C 2.4707 -0.9741 2.2536 -0.78
H -2.3404 -1.3134 0.5286 0.27
H -1.3129 -0.0541 1.1377 0.29
H -0.0093 -2.3764 1.3470 0.35
H -0.2556 -2.5133 -0.4146 0.32
H 0.9984 -0.2180 -0.6407 0.33
H 1.9329 -1.4670 -0.2931 0.31
H 0.8837 0.5027 1.8967 0.24
H 3.1142 -1.7057 1.7926 0.29
H 2.7859 -0.4638 3.1583 0.28
H -1.1978 4.2338 -2.7796 0.23
H -0.9624 3.0106 -1.9950 0.43
O -0.5998 4.0947 -2.0320 -0.82
H -1.4149 0.3046 -1.3484 0.35
H -2.3388 1.7937 -2.0021 0.22
O -1.3873 1.7889 -2.1517 -1.04

---

## 3
21
Properties=species:S:1:pos:R:3:mulliken_charge:R:1 method="wB97M-V/def2-TZVPD" multiplicity=1 homo_energy_ev=-2.79 orbital_gap_ev=6.34 total_charge=-1 mol_weight_g_mol=121.156
C -0.1121 1.9616 -1.2674 -0.51
O -1.3432 2.2282 -0.9211 -0.81
C 0.1227 0.4949 -2.0290 -0.92
C -0.3441 -0.5457 -1.0789 -0.37
C 0.5418 -0.5613 0.2216 -0.26
C 1.4053 -1.7791 0.4529 -0.40
O 0.8371 -2.7185 1.5267 -0.59
H 0.1783 2.6550 -2.2132 0.28
H 0.6136 2.1278 -0.4849 0.25
H -0.2817 0.5364 -3.0509 0.41
H 1.2075 0.4075 -2.3197 0.25
H -0.5299 -1.5964 -1.4545 0.38
H -1.3779 -0.0742 -0.7983 0.19
H 1.1755 0.3339 0.1734 0.18
H -0.2342 -0.5765 1.1191 0.10
H 1.6294 -2.4405 -0.4701 0.23
H 2.3872 -1.5557 0.8149 0.29
H -0.0738 -2.8784 1.4833 0.28
H -0.1593 0.7215 2.3211 0.36
H -1.3379 1.4095 1.7170 0.39
O -1.1038 0.9288 2.5654 -0.74

---

The relative energies come out as 1 0.0; 2 33.1; 3 110.4, with values in kJ/mol.